No. 1
{
  "formula": "C6H9NO",
  "method": "ωB97M-V with the def2-TZVPD basis set",
  "elements": ["O", "N", "C", "C", "C", "C", "C", "C", "H", "H", "H", "H", "H", "H", "H", "H", "H"],
  "positions_angstrom": [[-0.159, -3.329, 0.816], [0.389, 2.150, -0.731], [0.321, 0.993, -0.024], [-0.055, 3.304, -0.358], [0.895, 0.788, 1.178], [-0.196, -0.238, -0.837], [-1.047, -1.195, -0.166], [-0.010, -2.351, 0.079], [0.832, -0.653, -1.129], [-1.849, -1.591, -0.833], [-0.948, 3.450, 0.216], [0.756, -0.245, 1.592], [0.377, 4.174, -0.893], [-0.826, 0.155, -1.644], [1.350, 1.536, 1.782], [-1.532, -0.881, 0.782], [0.932, -2.168, -0.520]],
  "homo_energy_ha": -0.3190,
  "de_lowest_kcal_mol": 73.8,
  "smiles": "C=NC(=C)CCC=O",
  "homo_lumo_gap_ev": 9.2,
  "lumo_ev": 0.57,
  "energy_ev": -9902.405
}



No. 2
{
  "formula": "C22H29FeN8OS2Se",
  "method": "ωB97M-V with the def2-TZVPD basis set",
  "elements": ["Se", "Fe", "S", "S", "O", "N", "N", "N", "N", "N", "N", "N", "N", "C", "C", "C", "C", "C", "C", "C", "C", "C", "C", "C", "C", "C", "C", "C", "C", "C", "C", "C", "C", "C", "C", "H", "H", "H", "H", "H", "H", "H", "H", "H", "H", "H", "H", "H", "H", "H", "H", "H", "H", "H", "H", "H", "H", "H", "H", "H", "H", "H", "H", "H"],
  "positions_angstrom": [[-0.723, -0.864, -0.980], [0.270, 1.002, 0.259], [-1.035, 1.803, 1.953], [1.281, 0.743, -4.294], [1.559, 2.773, 0.410], [2.565, -1.613, -3.786], [1.735, 4.916, -0.229], [-0.203, -0.661, 2.714], [0.689, -0.394, 1.732], [-2.107, 0.065, 3.689], [-4.866, -1.752, 1.122], [0.490, -1.860, -4.296], [2.134, 0.273, -0.261], [-2.804, -2.473, 0.127], [-4.021, -2.710, 0.742], [4.663, -0.755, -0.705], [-0.348, 3.675, -0.640], [1.049, 3.768, -0.117], [-1.101, 0.295, 2.826], [2.110, -2.237, 2.545], [4.185, 0.298, -1.469], [-2.406, -1.161, -0.130], [-3.106, 1.030, 4.107], [1.744, -1.119, 1.629], [-0.892, -1.551, -4.605], [2.300, -2.968, -3.712], [2.908, 0.772, -1.222], [2.608, -0.719, 0.517], [3.864, -1.276, 0.297], [1.451, -0.915, -4.130], [1.001, -3.117, -4.031], [-4.488, -0.504, 0.857], [-3.297, -0.158, 0.240], [-0.573, 2.229, -1.063], [-2.632, 1.933, 5.237], [-4.329, -3.730, 0.951], [3.422, -1.149, -3.543], [0.395, -4.002, -4.102], [-2.364, 1.349, 6.119], [2.478, 1.559, -1.823], [1.329, 5.720, -0.671], [4.781, 0.754, -2.249], [3.047, -3.693, -3.447], [-0.920, -0.800, -5.391], [-1.386, -1.156, -3.719], [-3.380, 1.623, 3.235], [-2.017, -0.794, 4.210], [-1.757, 2.504, 4.924], [-0.540, 4.413, -1.425], [-3.417, 2.636, 5.519], [-1.633, 2.024, -1.197], [2.229, -3.172, 1.993], [5.652, -1.160, -0.879], [-0.075, 2.009, -2.013], [-3.991, 0.467, 4.405], [-2.158, -3.302, -0.132], [-5.180, 0.278, 1.156], [2.662, 4.975, 0.155], [3.055, -2.022, 3.049], [4.212, -2.084, 0.924], [1.331, -2.363, 3.290], [-1.382, -2.463, -4.942], [-3.070, 0.883, 0.067], [-0.999, 3.930, 0.204]],
  "s2": 1.022,
  "spin_multiplicity": 2,
  "homo_energy_ha": [-0.2561, -0.2568],
  "de_lowest_kcal_mol": 0.0,
  "homo_lumo_gap_ev": [6.8, 6.9],
  "lumo_ev": [-0.17, -0.07],
  "energy_ev": -158658.088
}



No. 3
{
  "formula": "C4H13N5",
  "method": "ωB97M-V with the def2-TZVPD basis set",
  "elements": ["N", "N", "N", "N", "N", "C", "C", "C", "C", "H", "H", "H", "H", "H", "H", "H", "H", "H", "H", "H", "H", "H"],
  "positions_angstrom": [[-1.991, -0.200, -1.365], [-2.116, 1.368, -1.660], [-0.825, -1.929, -0.334], [-0.861, -2.046, 1.059], [0.185, 0.122, -0.022], [2.320, -0.140, 0.968], [-0.862, -0.577, -0.905], [1.417, -0.253, -0.155], [-0.054, 1.605, 0.268], [2.394, 1.005, 1.122], [1.900, -0.321, 2.005], [1.966, -0.251, -1.353], [0.803, 2.328, -0.278], [-1.383, 1.745, -2.189], [0.310, 1.580, 1.429], [3.220, -0.580, 1.010], [-2.864, 1.710, -2.280], [-1.561, -2.733, -0.524], [-0.999, 1.963, -0.094], [0.202, -0.928, 1.779], [-2.387, -1.908, 1.575], [1.186, -1.559, -0.053]],
  "homo_energy_ha": -0.2963,
  "de_lowest_kcal_mol": 304.9,
  "homo_lumo_gap_ev": 8.0,
  "lumo_ev": -0.10,
  "energy_ev": -11795.708
}